Entry 1:
This record from OMol25 describes 2 unconnected molecules or ions with the total composition C2H9NS in a non-equilibrium geometry. The level of theory is ωB97M-V/def2-TZVPD.

The max |F| is 3.2 eV Å⁻¹. The total energy comes out at -14543.65649 eV. Its gap between HOMO and LUMO is 10.22 eV. As for the energy above the lowest of the compared OMol25 structures with the same formula, charge and spin: 157.9 kJ/mol. As for the HOMO energy: -9.321 eV. As for the structure (SMILES): CNC.S.

Structure (XYZ):
```
13
C2H9NS ωB97M-V/def2-TZVPD
C 0.83 0.51 -1.09
N 0.30 -0.17 0.06
C 0.05 -1.59 -0.19
H 1.88 0.22 -1.13
H 0.62 1.57 -1.37
H 0.75 -0.13 -1.99
H 1.07 -0.19 0.76
H 0.91 -2.19 -0.67
H -0.13 -2.09 0.75
H -0.98 -1.69 -0.68
S -1.84 2.48 1.63
H -2.26 1.82 2.87
H -1.22 1.46 1.04
```

***

Entry 2:
This record from OMol25 describes a molecular structure, C4H11CuNO9S2 in a non-equilibrium geometry. The level of theory is ωB97M-V/def2-TZVPD.

The max |F| is 5.4 eV Å⁻¹. As for the charge: -3. The total energy comes out at -90545.76180 eV. Its gap between HOMO and LUMO is 2.49 eV. As for the energy above the lowest of the compared OMol25 structures with the same formula, charge and spin: 463.3 kJ/mol. As for the HOMO energy: 2.979 eV.

Structure (XYZ):
```
28
C4H11CuNO9S2 ωB97M-V/def2-TZVPD
Cu 0.36 -0.80 -0.59
S -2.27 -3.85 -1.90
O -3.69 -4.21 -2.03
O -1.95 -2.47 -2.06
O -2.04 -4.22 -0.50
O -1.41 -4.68 -2.80
S 3.21 -1.86 -2.90
O 2.76 -2.32 -1.60
O 2.83 -2.86 -3.86
O 2.45 -0.69 -3.18
O 4.65 -1.72 -2.95
C -0.36 2.96 -0.18
C 0.33 2.71 1.12
C -0.59 1.97 2.21
O -1.03 0.71 1.71
C -1.58 -0.25 2.54
N 1.54 1.89 0.92
H -1.12 3.72 0.01
H -0.70 2.12 -0.78
H 0.40 3.44 -0.81
H 0.55 3.63 1.66
H -1.43 2.60 2.51
H 0.00 1.69 3.09
H -2.44 -0.70 2.06
H -1.91 0.10 3.52
H -0.85 -1.03 2.77
H 2.24 2.20 0.26
H 2.07 1.97 1.77
```

***

Entry 3:
This record from OMol25 describes a molecular structure, C16H35AgBr3Cl3O10P2 in a non-equilibrium geometry. The level of theory is ωB97M-V/def2-TZVPD.

The max |F| is 4.6 eV Å⁻¹. The total energy comes out at -307905.45563 eV. Its gap between HOMO and LUMO (spin up / spin down) is 4.42 / 6.50 eV. As for the HOMO energy (spin up / spin down): -4.431 / -9.110 eV. Its spin multiplicity is 3.

Structure (XYZ):
```
70
C16H35AgBr3Cl3O10P2 ωB97M-V/def2-TZVPD
Ag 0.73 0.64 0.50
C -2.92 0.61 -1.79
C -1.59 0.20 -1.01
O -0.52 0.19 -1.67
O -1.44 -0.01 0.23
H -3.25 1.60 -1.47
H -3.68 -0.09 -1.44
H -2.99 0.61 -2.88
C -3.09 -2.77 1.95
Br -3.51 -3.77 0.34
Br -3.20 -3.86 3.51
Br -4.24 -1.18 2.01
H -2.07 -2.38 1.83
C -3.28 2.87 1.84
C -2.40 3.65 2.76
O -1.56 4.48 1.97
P -0.06 4.12 1.60
O 0.19 2.62 1.55
O 0.22 4.96 0.21
C -0.32 4.63 -1.05
C -0.21 5.90 -1.87
O 0.80 4.89 2.75
C 2.24 4.56 2.93
C 2.66 4.69 4.36
H -4.17 3.45 1.59
H -2.70 2.50 0.99
H -3.50 1.98 2.42
H -2.95 4.19 3.54
H -1.83 3.04 3.45
H 0.27 3.87 -1.57
H -1.34 4.26 -0.97
H 0.76 5.98 -2.36
H -0.94 5.87 -2.68
H -0.43 6.80 -1.30
H 2.42 3.52 2.67
H 2.81 5.22 2.27
H 1.92 4.06 4.86
H 3.60 4.20 4.65
H 2.83 5.64 4.87
C -0.03 -3.95 -4.08
C 0.12 -3.20 -2.73
O 1.45 -3.18 -2.19
P 1.70 -2.91 -0.59
O 1.60 -1.47 -0.15
O 3.19 -3.49 -0.18
C 3.78 -3.22 1.04
C 5.09 -2.51 0.86
O 0.63 -3.92 0.10
C 0.95 -5.28 0.27
C 1.16 -5.58 1.75
H -1.07 -3.92 -4.40
H 0.69 -3.64 -4.84
H 0.20 -4.98 -3.83
H -0.27 -2.19 -2.85
H -0.57 -3.70 -2.05
H 3.14 -2.86 1.84
H 4.03 -4.22 1.39
H 5.89 -3.18 0.56
H 5.04 -1.65 0.19
H 5.41 -2.25 1.87
H 0.16 -5.94 -0.10
H 1.88 -5.61 -0.19
H 1.97 -6.29 1.90
H 1.44 -4.79 2.45
H 0.27 -5.93 2.28
C -2.23 -0.38 -5.47
Cl -1.81 1.29 -5.60
Cl -1.10 -1.39 -6.44
Cl -3.96 -0.82 -6.01
H -2.05 -0.62 -4.43
```

***

Entry 4:
This record from OMol25 describes 2 unconnected molecules or ions with the total composition C3H11N3O in a non-equilibrium geometry. The level of theory is ωB97M-V/def2-TZVPD.

The max |F| is 5.8 eV Å⁻¹. The total energy comes out at -9804.53438 eV. Its gap between HOMO and LUMO is 8.84 eV. As for the energy above the lowest of the compared OMol25 structures with the same formula, charge and spin: 334.5 kJ/mol. As for the HOMO energy: -8.412 eV. As for the structure (SMILES): [H]/N=C(\N)NCC.O.

Structure (XYZ):
```
18
C3H11N3O ωB97M-V/def2-TZVPD
H 0.02 -0.06 -2.44
N -0.88 -0.15 -1.95
C -0.74 -0.78 -0.89
N 0.40 -1.54 -0.62
N -1.41 -0.20 0.28
C -0.74 0.74 1.21
C -0.40 -0.05 2.47
H 1.14 -1.07 -0.06
H 0.84 -1.68 -1.48
H -2.33 0.10 -0.29
H 0.11 1.23 0.62
H -1.49 1.46 1.51
H 0.59 -0.53 2.80
H -0.61 0.36 3.49
H -0.84 -0.99 2.56
O 2.17 0.69 -2.48
H 2.28 1.43 -3.10
H 1.89 1.04 -1.62
```

***

Entry 5:
This record from OMol25 describes C5H12S in the gas phase in a non-equilibrium geometry. The level of theory is ωB97M-V/def2-TZVPD.

The max |F| is 3.8 eV Å⁻¹. The total energy comes out at -16213.58755 eV. Its gap between HOMO and LUMO is 9.94 eV. As for the energy above the lowest of the compared OMol25 structures with the same formula, charge and spin: 114.6 kJ/mol. As for the HOMO energy: -8.977 eV. As for the structure (SMILES): CCCCCS.

Structure (XYZ):
```
18
C5H12S ωB97M-V/def2-TZVPD
C 0.73 2.33 -0.78
C -0.04 1.05 -1.21
C -0.11 0.21 0.02
C 0.47 -1.22 -0.09
C -0.18 -1.84 1.15
S -2.01 -2.19 0.79
H 1.65 2.10 -0.22
H 0.18 2.74 0.05
H 0.88 2.96 -1.68
H -0.98 1.35 -1.54
H 0.58 0.44 -1.88
H -1.07 -0.03 0.50
H 0.42 0.76 0.77
H 1.57 -1.28 0.06
H 0.13 -1.62 -1.08
H 0.29 -2.79 1.20
H -0.07 -1.25 2.01
H -2.45 -1.73 1.94
```

***

Entry 6:
This record from OMol25 describes a molecular structure, C15H23Cl2CuN4PS2 in a non-equilibrium geometry. The level of theory is ωB97M-V/def2-TZVPD.

The max |F| is 5.7 eV Å⁻¹. The total energy comes out at -122531.15010 eV. Its gap between HOMO and LUMO (spin up / spin down) is 7.78 / 4.78 eV. As for the HOMO energy (spin up / spin down): -7.582 / -7.498 eV. Its spin multiplicity is 2.

Structure (XYZ):
```
48
C15H23Cl2CuN4PS2 ωB97M-V/def2-TZVPD
Cu 0.01 0.06 -0.39
Cl 2.38 2.24 1.73
C 1.50 3.37 2.82
Cl -0.29 3.48 2.42
H 1.95 4.34 2.66
H 1.61 3.02 3.84
S 2.13 -0.64 -1.32
C 1.21 -1.20 -2.66
S -0.48 -0.97 -2.89
C 1.92 -1.93 -3.67
C 1.31 -2.46 -4.82
N 0.83 -2.97 -5.79
C 3.30 -2.02 -3.69
N 4.49 -2.12 -3.67
C 0.36 4.17 -3.55
N -0.24 3.48 -2.41
C -1.60 3.54 -2.00
C -1.77 2.60 -1.03
N -0.55 1.98 -0.79
C 0.33 2.52 -1.61
H 0.55 3.45 -4.36
H 1.34 4.57 -3.21
H -0.29 4.99 -3.86
H -2.31 4.23 -2.46
H -2.65 2.38 -0.46
H 1.38 2.28 -1.60
C -1.04 -4.33 0.77
C -0.55 -3.05 0.08
P -0.51 -1.48 1.09
C 0.70 -1.85 2.39
C 0.88 -0.81 3.48
C -2.09 -1.38 1.94
C -2.38 -0.10 2.72
H -0.79 -5.20 0.12
H -2.14 -4.29 0.93
H -0.52 -4.48 1.74
H -1.17 -2.80 -0.84
H 0.46 -3.18 -0.32
H 1.68 -1.95 1.86
H 0.44 -2.82 2.82
H 1.09 0.22 3.09
H 1.81 -1.11 4.05
H 0.06 -0.88 4.23
H -2.13 -2.24 2.63
H -2.81 -1.53 1.13
H -2.30 -0.25 3.81
H -3.39 0.33 2.53
H -1.70 0.78 2.50
```

***

Entry 7:
This record from OMol25 describes a molecular structure, C26H18Br2F4NO2PReS. The level of theory is ωB97M-V/def2-TZVPD.

The max |F| is 0.2 eV Å⁻¹. The total energy comes out at -206048.96223 eV. Its gap between HOMO and LUMO (spin up / spin down) is 7.18 / 7.05 eV. As for the energy above the lowest of the compared OMol25 structures with the same formula, charge and spin: 0.0 kJ/mol. As for the HOMO energy (spin up / spin down): -7.311 / -7.632 eV. Its spin multiplicity is 2.

Structure (XYZ):
```
56
C26H18Br2F4NO2PReS ωB97M-V/def2-TZVPD
Re 1.44 -0.60 0.92
F -6.38 -1.51 0.59
C -5.11 -1.13 0.52
C -4.80 0.20 0.32
F -5.76 1.11 0.19
C -3.47 0.58 0.26
F -3.23 1.87 0.03
C -2.42 -0.33 0.40
P -0.70 0.36 0.33
C -0.81 1.81 1.43
C -1.59 1.73 2.58
C -1.57 2.76 3.51
C -0.76 3.87 3.30
C 0.04 3.93 2.17
C 0.02 2.90 1.24
C -0.69 0.92 -1.41
C -0.87 2.23 -1.83
C -0.84 2.53 -3.19
C -0.65 1.52 -4.12
C -0.49 0.21 -3.70
C -0.50 -0.09 -2.35
C -2.77 -1.67 0.56
Br -1.51 -3.07 0.56
C -4.10 -2.06 0.63
F -4.44 -3.33 0.78
H -2.22 0.87 2.77
H -2.19 2.69 4.40
H -0.75 4.67 4.03
H 0.68 4.79 2.01
H 0.68 2.95 0.39
H -1.04 3.02 -1.11
H -0.97 3.55 -3.51
H -0.64 1.76 -5.18
H -0.35 -0.58 -4.43
H -0.37 -1.12 -2.02
N 3.57 -0.88 1.38
C 4.26 0.42 1.36
C 3.47 1.46 0.57
O 3.93 2.53 0.30
O 2.24 1.09 0.23
H 3.61 -1.31 2.30
H 3.99 -1.54 0.72
H 5.26 0.36 0.93
H 4.36 0.79 2.38
Br 2.91 -5.77 -3.13
C 2.43 -4.37 -1.96
C 2.02 -4.66 -0.67
C 1.66 -3.63 0.19
C 1.68 -2.29 -0.22
C 2.12 -2.03 -1.53
C 2.49 -3.06 -2.40
H 1.98 -5.68 -0.33
H 1.36 -3.87 1.20
H 2.17 -1.01 -1.91
H 2.82 -2.83 -3.40
S 0.81 -1.08 2.90
```

***

Entry 8:
This record from OMol25 describes 4 unconnected molecules or ions with the total composition C43H49ClF28N2O7S3 in a non-equilibrium geometry. The level of theory is ωB97M-V/def2-TZVPD.

The max |F| is 3.9 eV Å⁻¹. The total energy comes out at -183811.40410 eV. Its gap between HOMO and LUMO is 8.34 eV. As for the HOMO energy: -8.115 eV. As for the structure (SMILES): CCCCNc1c(CC(C)C)c(COC)c2c(c1CCCCS(=O)(=O)O)N(C(F)(F)C(F)F)c1c(Cl)ccc(S)c1S2.FC(F)C(F)(F)COC(F)(F)C(F)F.FC(F)C(F)(F)COC(F)(F)C(F)F.FC(F)C(F)(F)COC(F)(F)C(F)F.

Structure (XYZ):
```
133
C43H49ClF28N2O7S3 ωB97M-V/def2-TZVPD
C 0.96 -2.91 1.91
C 0.19 -1.93 2.92
C -1.07 -1.24 2.29
C -0.80 -0.56 0.88
N -0.88 0.92 0.96
C -0.03 1.52 -0.05
C -0.58 1.98 -1.32
C -2.07 1.90 -1.76
C -3.14 2.28 -0.64
C -3.77 0.97 0.02
C -2.65 3.35 0.42
C 0.38 2.57 -2.30
C -0.05 3.13 -3.69
O -0.05 2.00 -4.60
C -1.21 1.99 -5.44
C 1.82 2.64 -1.97
C 2.38 2.14 -0.70
C 1.43 1.60 0.28
C 2.02 1.07 1.64
C 2.62 2.29 2.48
C 1.52 2.94 3.40
C 0.60 3.98 2.64
S 1.38 5.61 2.41
O 1.35 6.45 3.60
O 2.74 5.55 1.88
O 0.46 6.38 1.25
N 3.79 2.14 -0.34
C 4.51 0.99 -0.86
F 5.42 0.59 0.13
F 5.28 1.25 -1.99
C 3.62 -0.27 -1.19
F 3.06 -0.21 -2.47
F 4.51 -1.36 -1.25
C 4.47 3.37 -0.72
C 5.49 3.97 0.17
Cl 5.88 3.21 1.76
C 6.17 5.21 -0.24
C 5.90 5.90 -1.49
C 4.92 5.30 -2.40
S 4.55 6.05 -4.02
C 4.25 4.07 -1.99
S 3.04 3.33 -3.15
H 1.92 -2.41 1.59
H 1.23 -3.88 2.41
H 0.31 -3.11 1.02
H -0.19 -2.58 3.78
H 0.89 -1.19 3.41
H -1.43 -0.42 2.99
H -1.95 -1.93 2.16
H -1.60 -0.90 0.17
H 0.19 -0.83 0.42
H -0.68 1.27 1.90
H -2.25 0.83 -2.07
H -2.31 2.51 -2.66
H -4.01 2.76 -1.19
H -3.38 0.82 1.07
H -3.48 0.03 -0.53
H -4.89 1.00 0.02
H -3.50 4.09 0.55
H -1.76 3.94 0.11
H -2.54 2.85 1.42
H -1.06 3.65 -3.66
H 0.67 3.88 -4.11
H -1.67 3.00 -5.61
H -1.95 1.26 -4.98
H -0.87 1.61 -6.45
H 2.81 0.29 1.50
H 1.18 0.65 2.25
H 2.99 3.09 1.78
H 3.50 1.96 3.09
H 0.84 2.11 3.75
H 1.94 3.43 4.31
H 0.22 3.56 1.67
H -0.31 4.15 3.30
H -0.40 5.90 1.28
H 2.87 -0.54 -0.42
H 6.94 5.67 0.43
H 6.39 6.84 -1.81
H 5.63 6.89 -4.26
F 2.30 -2.02 -7.42
C 3.11 -2.82 -8.15
F 2.67 -4.09 -7.95
C 4.57 -2.70 -7.74
F 4.75 -3.11 -6.46
F 5.29 -3.56 -8.51
C 5.21 -1.31 -7.91
O 5.30 -0.48 -6.76
C 4.19 0.31 -6.43
F 3.29 0.27 -7.44
F 4.64 1.58 -6.37
C 3.58 -0.08 -5.08
F 3.17 -1.36 -5.07
F 2.50 0.69 -4.81
H 2.97 -2.58 -9.21
H 6.26 -1.49 -8.18
H 4.80 -0.76 -8.77
H 4.31 0.05 -4.28
F -8.21 0.78 1.47
C -9.43 0.41 1.02
F -10.31 1.33 1.49
C -9.82 -0.99 1.50
F -9.93 -1.03 2.85
F -11.07 -1.25 1.01
C -8.91 -2.14 1.03
O -7.93 -2.60 1.96
C -6.70 -1.93 2.00
F -6.62 -1.07 0.97
F -5.75 -2.87 1.78
C -6.45 -1.27 3.36
F -7.40 -0.36 3.65
F -5.26 -0.61 3.35
H -9.43 0.47 -0.07
H -9.56 -3.00 0.90
H -8.48 -1.96 0.05
H -6.43 -2.01 4.16
F 0.12 -7.26 3.77
C 0.78 -8.11 4.59
F 0.47 -9.36 4.17
C 0.37 -7.93 6.05
F -0.94 -8.23 6.23
F 1.07 -8.84 6.78
C 0.66 -6.55 6.67
O -0.43 -5.63 6.73
C -0.68 -4.84 5.61
F 0.32 -4.97 4.73
F -0.63 -3.55 6.04
C -2.06 -5.12 5.00
F -2.17 -6.40 4.61
F -2.27 -4.36 3.90
H 1.85 -7.96 4.46
H 0.91 -6.74 7.72
H 1.56 -6.09 6.25
H -2.86 -4.91 5.72
```

***

What did the seventh record say?
This record from OMol25 describes a molecular structure, C26H18Br2F4NO2PReS. The level of theory is ωB97M-V/def2-TZVPD.

The max |F| is 0.2 eV Å⁻¹. The total energy comes out at -206048.96223 eV. Its gap between HOMO and LUMO (spin up / spin down) is 7.18 / 7.05 eV. As for the energy above the lowest of the compared OMol25 structures with the same formula, charge and spin: 0.0 kJ/mol. As for the HOMO energy (spin up / spin down): -7.311 / -7.632 eV. Its spin multiplicity is 2.

Structure (XYZ):
```
56
C26H18Br2F4NO2PReS ωB97M-V/def2-TZVPD
Re 1.44 -0.60 0.92
F -6.38 -1.51 0.59
C -5.11 -1.13 0.52
C -4.80 0.20 0.32
F -5.76 1.11 0.19
C -3.47 0.58 0.26
F -3.23 1.87 0.03
C -2.42 -0.33 0.40
P -0.70 0.36 0.33
C -0.81 1.81 1.43
C -1.59 1.73 2.58
C -1.57 2.76 3.51
C -0.76 3.87 3.30
C 0.04 3.93 2.17
C 0.02 2.90 1.24
C -0.69 0.92 -1.41
C -0.87 2.23 -1.83
C -0.84 2.53 -3.19
C -0.65 1.52 -4.12
C -0.49 0.21 -3.70
C -0.50 -0.09 -2.35
C -2.77 -1.67 0.56
Br -1.51 -3.07 0.56
C -4.10 -2.06 0.63
F -4.44 -3.33 0.78
H -2.22 0.87 2.77
H -2.19 2.69 4.40
H -0.75 4.67 4.03
H 0.68 4.79 2.01
H 0.68 2.95 0.39
H -1.04 3.02 -1.11
H -0.97 3.55 -3.51
H -0.64 1.76 -5.18
H -0.35 -0.58 -4.43
H -0.37 -1.12 -2.02
N 3.57 -0.88 1.38
C 4.26 0.42 1.36
C 3.47 1.46 0.57
O 3.93 2.53 0.30
O 2.24 1.09 0.23
H 3.61 -1.31 2.30
H 3.99 -1.54 0.72
H 5.26 0.36 0.93
H 4.36 0.79 2.38
Br 2.91 -5.77 -3.13
C 2.43 -4.37 -1.96
C 2.02 -4.66 -0.67
C 1.66 -3.63 0.19
C 1.68 -2.29 -0.22
C 2.12 -2.03 -1.53
C 2.49 -3.06 -2.40
H 1.98 -5.68 -0.33
H 1.36 -3.87 1.20
H 2.17 -1.01 -1.91
H 2.82 -2.83 -3.40
S 0.81 -1.08 2.90
```